The following is a DFT calculation (wB97M-V/def2-TZVPD) of a molecular structure, C6H9N at a distorted geometry.

electronic energy	-7851.04487	eV
net charge	0
HOMO	-8.55	eV
Kohn-Sham gap	9.63	eV

Last column: natural (NBO) charge in e.
Positions of all 16 atoms, in Å:
C  -0.00208  -1.00692  -0.90559  -0.26
H  1.77128  -1.03606  0.40297  0.18
C  0.24002  1.59096  -0.86704  -0.45
C  0.62237  -0.72120  0.36031  -0.27
H  -0.48321  -1.94279  -1.05863  0.22
H  -0.38251  -2.30102  0.91022  0.23
C  0.67883  0.80074  0.41976  -0.28
H  0.35888  -0.55987  -1.80636  0.19
H  1.11919  1.16662  1.39157  0.23
H  0.68477  0.94646  -1.66942  0.24
H  0.07511  2.79871  -0.79282  0.27
C  -0.44268  -1.19233  0.97452  -0.24
H  -1.44263  1.54945  0.81799  0.22
H  -0.85397  -0.59725  1.97280  0.19
N  -1.19245  -0.46032  -0.13755  -0.38
C  -0.75093  0.96481  -0.01272  -0.10

The following is a DFT calculation (wB97M-V/def2-TZVPD) of a single C6H9N molecule at a distorted geometry.

electronic energy	-7854.38487	eV
net charge	0
SMILES	CC#CCN1CC1
HOMO	-8.72	eV
Kohn-Sham gap	9.79	eV

Last column: natural (NBO) charge in e.
Positions of all 16 atoms, in Å:
H  0.88676  3.29894  -1.32936  0.19
C  -0.61554  0.30000  -1.01160  -0.27
H  1.47782  1.82739  0.98748  0.20
H  2.33066  0.79405  -0.22815  0.18
H  1.28391  1.84753  -2.35221  0.18
C  -0.75656  -0.71253  0.04024  -0.04
H  -0.51832  -2.47457  2.75441  0.24
C  1.50251  1.48235  -0.05814  -0.25
H  -0.25789  -0.17740  -1.94023  0.19
H  -0.79219  -3.60870  1.42034  0.23
H  -2.15538  -2.72167  2.12327  0.23
C  -0.89792  -1.57273  0.87097  0.01
N  0.17696  1.40549  -0.56044  -0.42
C  -1.09952  -2.64676  1.84343  -0.68
H  -1.59834  0.73766  -1.22383  0.22
C  1.03304  2.22095  -1.33619  -0.23

The following is a DFT calculation (wB97M-V/def2-TZVPD) of a molecular structure, C6H9N.

electronic energy	-7850.97237	eV
net charge	0
HOMO (alpha / beta)	-6.59 / -6.59	eV
Kohn-Sham gap (alpha / beta)	7.55 / 7.55	eV

Last column: natural (NBO) charge in e.
Positions of all 16 atoms, in Å:
C  -1.39632  -0.79537  1.06730  -0.12
C  0.13256  0.02645  -1.28800  -0.43
H  1.46664  2.50187  0.72082  0.22
C  1.87956  0.36854  0.42815  -0.22
H  -1.45835  -0.93154  -1.32936  0.04
H  -2.28025  -0.21498  1.30083  0.21
C  1.19325  1.51037  0.38171  -0.22
H  1.10006  -1.72234  -0.12889  0.21
H  -0.99606  1.76826  -0.27068  0.21
H  -1.31098  -1.83287  1.36539  0.21
H  -2.09370  -1.29319  -0.95533  -0.13
H  0.54570  0.23386  -2.27370  0.21
C  -0.15681  1.06987  -0.22672  -0.10
C  0.87859  -0.65271  -0.15669  -0.10
N  -0.37535  -0.20360  0.55166  -0.23
H  2.87145  0.16738  0.81351  0.22

The following is a DFT calculation (wB97M-V/def2-TZVPD) of 2 unconnected molecules or ions with the total composition C6H9N.

electronic energy	-7851.18790	eV
net charge	0
HOMO (alpha / beta)	-7.39 / -7.39	eV
Kohn-Sham gap (alpha / beta)	7.78 / 7.78	eV

Last column: natural (NBO) charge in e.
Positions of all 16 atoms, in Å:
C  -1.30833  -0.21337  0.84555  -0.26
H  2.75273  -1.44239  0.96886  -0.09
C  -1.35255  1.04005  -0.02859  -0.38
H  2.33590  0.63686  0.65933  0.22
H  -1.62568  -1.96619  -0.72685  0.23
C  -0.59173  0.17709  -1.06999  -0.05
H  2.03056  1.35947  -1.05740  0.19
C  -1.11342  -1.08938  -0.35220  -0.30
H  -2.36432  1.30725  -0.34469  0.21
C  1.73718  0.70625  -0.24098  -0.03
H  -0.53116  0.42033  -2.13464  0.21
H  -1.88195  -0.40015  1.74646  0.23
H  -0.80204  1.93296  0.30397  0.18
H  2.01483  -1.55750  1.10571  0.05
N  0.66114  0.02800  -0.30665  -0.23
C  0.03885  -0.93928  0.63212  -0.19

The highest electronic energy belongs to which entry? number 3

Which of these has the highest electronic energy? number 3

What did the second record say?
The following is a DFT calculation (wB97M-V/def2-TZVPD) of a single C6H9N molecule at a distorted geometry.

electronic energy	-7854.38487	eV
net charge	0
SMILES	CC#CCN1CC1
HOMO	-8.72	eV
Kohn-Sham gap	9.79	eV

Last column: natural (NBO) charge in e.
Positions of all 16 atoms, in Å:
H  0.88676  3.29894  -1.32936  0.19
C  -0.61554  0.30000  -1.01160  -0.27
H  1.47782  1.82739  0.98748  0.20
H  2.33066  0.79405  -0.22815  0.18
H  1.28391  1.84753  -2.35221  0.18
C  -0.75656  -0.71253  0.04024  -0.04
H  -0.51832  -2.47457  2.75441  0.24
C  1.50251  1.48235  -0.05814  -0.25
H  -0.25789  -0.17740  -1.94023  0.19
H  -0.79219  -3.60870  1.42034  0.23
H  -2.15538  -2.72167  2.12327  0.23
C  -0.89792  -1.57273  0.87097  0.01
N  0.17696  1.40549  -0.56044  -0.42
C  -1.09952  -2.64676  1.84343  -0.68
H  -1.59834  0.73766  -1.22383  0.22
C  1.03304  2.22095  -1.33619  -0.23